{"formula": "CH3N3S2", "method": "ωB97M-V/def2-TZVPD", "total_energy_ev": -27222.30255, "homo_energy_ev": [-8.199, -8.198], "homo_lumo_gap_ev": [8.13, 8.13], "e_lumo_ha": [-0.0026, -0.0027], "symbols": ["C", "N", "N", "N", "S", "S", "H", "H", "H"], "coordinates": [[2.426, 0.193, 0.309], [-1.946, -0.387, 0.091], [0.233, -0.108, -0.847], [-2.940, 0.016, 0.401], [-4.186, 0.791, 0.632], [1.242, -0.916, 0.009], [2.442, 1.185, -0.134], [3.358, -0.135, 0.753], [-0.629, -0.638, -1.213]]}